Entry 1:
{"formula": "C9H34N2O7", "method": "ωB97M-V with the def2-TZVPD basis set", "elements": ["N", "H", "H", "H", "H", "C", "C", "C", "C", "C", "C", "N", "O", "C", "C", "C", "H", "H", "H", "H", "H", "H", "H", "H", "H", "H", "H", "H", "H", "H", "H", "H", "H", "H", "O", "H", "H", "O", "H", "H", "O", "H", "H", "O", "H", "H", "O", "H", "H", "O", "H", "H"], "coordinates": [[-1.067, 0.738, -1.488], [-1.994, 0.509, -1.157], [-0.768, 0.108, -2.218], [-0.416, 0.694, -0.717], [-1.095, 1.657, -1.907], [3.005, 0.561, 2.373], [2.190, 0.249, 1.058], [2.538, -1.170, 0.662], [1.928, -2.332, 1.406], [0.377, -2.108, 1.505], [-0.092, -0.736, 1.916], [0.696, 0.245, 1.114], [0.054, 1.602, 1.038], [0.191, -0.643, 3.387], [-1.643, -0.787, 1.627], [2.800, 1.162, -0.181], [3.990, 0.990, 2.193], [3.138, -0.330, 2.987], [2.445, 1.238, 3.018], [3.616, -1.244, 0.809], [2.378, -1.254, -0.413], [2.446, -2.491, 2.352], [2.168, -3.211, 0.809], [-0.057, -2.842, 2.184], [-0.023, -2.274, 0.505], [0.205, 0.418, 3.638], [1.229, -0.959, 3.492], [-0.500, -1.153, 4.058], [-1.844, -0.880, 0.560], [-2.226, 0.080, 1.937], [-2.082, -1.658, 2.114], [2.290, 0.938, -1.118], [3.849, 0.938, -0.372], [2.731, 2.236, -0.006], [0.691, 2.655, -2.843], [0.711, 3.338, -3.514], [1.464, 2.120, -3.022], [-3.116, 2.679, 0.822], [-3.392, 1.853, 0.424], [-2.640, 2.419, 1.610], [-0.531, -0.999, -3.622], [0.338, -1.386, -3.729], [-0.994, -1.221, -4.430], [-2.261, 2.813, -2.920], [-1.569, 3.309, -3.358], [-3.001, 2.847, -3.526], [-3.615, 0.183, -0.744], [-4.049, -0.613, -0.437], [-4.125, 0.456, -1.506], [-1.820, -2.961, -1.990], [-1.520, -2.377, -2.686], [-1.026, -3.406, -1.692]], "orbital_gap_ev": [9.38, 9.23], "total_charge": 1, "spin_multiplicity": 2, "e_above_lowest_kj_mol": 0.00}



Entry 2:
{"formula": "C16H12N6ReS2", "method": "ωB97M-V with the def2-TZVPD basis set", "elements": ["Re", "S", "C", "C", "C", "C", "N", "C", "C", "C", "S", "C", "N", "H", "H", "N", "C", "C", "C", "N", "C", "C", "H", "H", "H", "H", "H", "H", "N", "C", "C", "C", "N", "H", "H", "H", "H"], "coordinates": [[-0.635, 1.022, -1.015], [1.680, 1.014, -1.214], [2.174, 1.340, 0.443], [3.457, 0.992, 0.851], [3.878, 1.299, 2.142], [5.144, 0.861, 2.612], [6.128, 0.446, 3.020], [3.022, 2.008, 3.015], [1.733, 2.335, 2.611], [1.293, 1.983, 1.338], [-0.331, 2.375, 0.832], [3.494, 2.383, 4.300], [3.875, 2.686, 5.334], [4.132, 0.491, 0.172], [1.075, 2.862, 3.286], [-2.064, -4.326, 1.752], [-1.742, -3.230, 1.083], [-2.722, -2.299, 0.654], [-2.356, -1.163, -0.008], [-1.068, -0.856, -0.296], [-0.122, -1.757, 0.068], [-0.404, -2.913, 0.736], [-3.027, -4.535, 1.974], [-1.362, -4.983, 2.061], [-3.763, -2.491, 0.849], [-3.116, -0.459, -0.337], [0.900, -1.520, -0.212], [0.397, -3.589, 0.988], [-1.251, 0.330, -4.124], [-2.109, 0.792, -5.045], [-2.960, 1.683, -4.413], [-2.543, 1.701, -3.089], [-1.496, 0.874, -2.921], [-0.507, -0.343, -4.269], [-2.080, 0.482, -6.071], [-3.762, 2.247, -4.845], [-2.965, 2.260, -2.263]], "orbital_gap_ev": [5.69, 6.11], "total_charge": 2, "spin_multiplicity": 2}



Entry 3:
{"formula": "C5H8N2O2", "method": "ωB97M-V with the def2-TZVPD basis set", "elements": ["C", "C", "C", "C", "C", "N", "N", "O", "O", "H", "H", "H", "H", "H", "H", "H", "H"], "coordinates": [[-0.649, -0.417, 0.991], [-2.300, -1.112, -0.587], [1.778, -0.192, 1.225], [0.120, 0.919, -1.859], [0.334, 0.292, 1.709], [-1.668, -0.988, 0.673], [-0.134, -0.450, -1.420], [-3.405, -1.520, -0.605], [-1.443, -0.866, -1.653], [2.384, -0.871, 1.826], [2.375, 0.734, 1.132], [1.491, -0.667, 0.229], [0.754, 0.877, -2.892], [-0.832, 1.432, -2.052], [0.691, 1.480, -1.037], [0.255, 1.288, 1.587], [0.247, 0.059, 2.732]], "orbital_gap_ev": [7.68, 7.69], "total_charge": 0, "e_above_lowest_kj_mol": 653.34}



Entry 4:
{"formula": "C9H32FINO13PS", "method": "ωB97M-V with the def2-TZVPD basis set", "elements": ["C", "C", "C", "C", "I", "C", "C", "N", "C", "O", "C", "C", "P", "O", "S", "O", "O", "F", "H", "H", "H", "H", "H", "H", "H", "H", "H", "H", "H", "H", "H", "H", "O", "H", "H", "O", "H", "H", "O", "H", "H", "O", "H", "H", "O", "H", "H", "O", "H", "H", "O", "H", "H", "O", "H", "H", "O", "H", "H"], "coordinates": [[-0.959, -1.999, 1.931], [-0.381, -0.807, 1.661], [-0.101, -0.256, 0.256], [-1.499, -0.090, -0.409], [-1.688, 1.651, -1.666], [-2.008, -1.311, -1.171], [-3.544, -1.304, -1.251], [0.556, 1.051, 0.509], [1.832, 0.757, 0.959], [2.586, 1.500, 1.568], [2.174, -0.694, 0.567], [1.054, -0.982, -0.455], [0.986, -2.842, -0.688], [0.844, -3.607, 0.571], [1.676, -0.349, -2.042], [1.469, 1.034, -2.268], [3.008, -0.828, -2.204], [0.815, -1.179, -3.066], [-1.907, -2.339, 1.533], [-0.449, -2.659, 2.623], [-0.116, -0.170, 2.499], [-2.193, 0.084, 0.400], [-1.623, -1.343, -2.187], [-1.715, -2.215, -0.640], [-3.861, -0.845, -2.182], [-3.954, -2.306, -1.181], [-3.990, -0.718, -0.450], [0.030, 1.658, 1.133], [2.082, -1.386, 1.400], [3.194, -0.799, 0.218], [0.025, -3.134, -1.666], [2.226, -3.123, -1.291], [-1.373, 3.103, 1.680], [-2.325, 3.210, 1.792], [-0.997, 3.870, 2.119], [3.773, -1.489, 3.330], [4.048, -0.598, 3.571], [3.458, -1.876, 4.152], [0.266, 1.379, 4.714], [1.051, 1.378, 4.154], [0.178, 2.295, 4.994], [-3.782, 4.875, 1.125], [-4.265, 4.959, 0.297], [-3.749, 5.770, 1.476], [-2.411, 0.081, 5.140], [-3.124, 0.497, 5.632], [-1.637, 0.633, 5.310], [-0.085, 0.716, -6.100], [0.562, 0.526, -6.791], [0.245, 0.244, -5.331], [-0.663, -5.012, 3.273], [0.032, -5.134, 2.614], [-0.353, -5.493, 4.045], [3.414, 3.361, -3.753], [2.689, 3.857, -3.364], [3.326, 2.484, -3.365], [2.137, 1.677, -7.828], [2.941, 1.643, -8.354], [2.074, 2.593, -7.540]], "orbital_gap_ev": 8.38, "total_charge": 0, "smiles": "C=C[C@@]1([C@@H](I)CC)NC(=O)C[C@]1([PH2]=O)S(=O)(=O)F.O.O.O.O.O.O.O.O.O"}



Entry 5:
{"formula": "C4H7NS", "method": "ωB97M-V with the def2-TZVPD basis set", "elements": ["C", "C", "C", "C", "N", "S", "H", "H", "H", "H", "H", "H", "H"], "coordinates": [[-0.535, 0.481, 0.795], [1.596, -0.589, 1.320], [1.879, -0.896, -0.067], [-1.864, 0.955, -1.056], [-0.680, 0.699, -0.394], [2.067, -0.755, 2.767], [-1.227, 0.219, 1.654], [2.820, -1.408, -0.097], [0.950, -1.494, -0.428], [1.803, 0.093, -0.676], [-1.811, 1.291, -2.199], [-2.419, -0.062, -1.165], [-2.580, 1.466, -0.453]], "orbital_gap_ev": [7.35, 7.12], "total_charge": 0, "e_above_lowest_kj_mol": 509.26}



Entry 6:
{"formula": "CH5IOSi", "method": "ωB97M-V with the def2-TZVPD basis set", "elements": ["C", "O", "Si", "I", "H", "H", "H", "H", "H"], "coordinates": [[-0.263, -0.888, 0.350], [0.306, 1.943, 0.394], [0.704, 0.588, -0.395], [3.099, 0.000, -0.056], [-0.829, -1.528, -0.342], [0.475, -1.724, 0.789], [-0.962, -0.514, 1.158], [0.614, 2.873, 0.117], [0.709, 0.957, -1.893]], "orbital_gap_ev": 10.02, "total_charge": 0, "smiles": "C[Si@@H](O)I", "e_above_lowest_kj_mol": 14.78}



F_max in eV Å⁻¹, matching the order above: 6.364; 2.056; 5.370; 3.144; 5.164; 2.731